Entry 1:
A structure of composition CH17O12V in a non-equilibrium geometry, computed with the ωB97M-V functional and the def2-TZVPD basis.

The geometry in XYZ format:
```
31
Properties=species:S:1:pos:R:3:forces:R:3:lowdin_spin:R:1
O -0.14465 1.52935 2.68090 -1.9029 -4.2200 0.9578 -0.299
V -0.32365 -0.08765 2.42690 3.1229 4.5885 -0.9788 1.276
C 0.70435 -0.48865 0.23090 0.4018 -0.0191 -4.0273 0.006
O 0.89135 0.52535 0.87390 1.1279 3.6280 0.3825 -0.009
O 0.84435 -0.60365 -1.14210 0.1420 -0.1608 3.9195 0.002
O 0.23835 -1.36965 0.95690 -2.1301 -4.0388 0.8894 -0.002
H 0.93235 0.30835 -1.52310 0.4906 0.8462 0.1719 0.000
O 0.54435 -3.53565 -0.50510 -1.2577 -1.3077 1.2865 0.000
H 1.07635 -3.18665 -1.18410 1.0128 0.8188 -1.0978 0.000
H 0.36235 -2.86865 0.17090 0.2832 -0.2715 -0.6380 0.000
O -1.93865 0.58635 -1.03510 -0.3217 -0.1077 0.8230 0.000
H -2.50165 -0.17165 -1.24910 0.2046 0.2244 -0.1850 0.000
H -1.03465 0.26935 -1.08810 -0.2227 0.0021 -0.5744 0.000
O -1.11765 -1.88565 3.27590 2.1912 1.0449 0.6149 0.008
H -1.99265 -2.14365 3.20390 -3.2635 -0.7904 -0.8401 0.001
H -0.87465 -2.33665 4.08890 0.5978 0.0526 0.4104 0.001
O 1.36135 -0.58065 3.50690 -0.5261 -2.4308 0.0267 0.018
H 1.55635 -1.52765 3.77190 -0.0983 1.5481 -0.5437 0.001
H 1.88535 -0.00965 4.05390 0.4726 0.7770 0.4845 0.000
O 0.91935 3.26735 0.79490 0.3148 -0.5315 0.3347 -0.001
H -0.03565 3.27735 0.83590 -0.5685 0.4549 0.1471 0.000
H 1.10835 2.48935 1.35990 0.1471 0.8286 -0.5207 0.000
O -0.43165 -1.19365 -3.35710 -1.1019 -1.0765 0.0787 0.000
H -0.98565 -1.97365 -3.11010 0.4596 0.8210 -0.7190 0.000
H 0.08835 -1.10565 -2.56310 0.2683 -0.1931 -0.0427 0.000
O 0.79535 1.98835 -1.57210 -0.1026 -1.7974 1.4036 0.000
H 0.78235 2.72435 -2.11510 0.0040 1.8280 -2.9463 0.000
H 0.81035 2.49235 -0.74410 0.3760 -0.4074 1.2207 0.000
O -1.27465 1.96335 -4.03010 -0.4480 0.9434 -1.1503 0.000
H -0.74365 1.23135 -3.78310 0.5996 -1.2587 0.3734 0.000
H -1.50165 2.41635 -3.23110 -0.2728 0.2051 0.7387 0.000
```
Positions in Å, forces in eV/Å.

Summary:
LUMO (spin up / spin down): -6.41 / -5.86 eV
total charge: +1
energy: -51563.88227 eV
multiplicity: 2
ΔE to the lowest compared entry with this formula, charge and spin: 2.394 eV
max |F|: 0.10960 Eh/bohr
highest occupied orbital energy (spin up / spin down): -13.0 / -13.0 eV


Entry 2:
A structure of composition CH17O8Pd in a non-equilibrium geometry, computed with the ωB97M-V functional and the def2-TZVPD basis.

The geometry in XYZ format:
```
27
Properties=species:S:1:pos:R:3:forces:R:3:lowdin_spin:R:1
Pd -1.93634 0.07024 0.45901 -3.0629 0.2734 -3.0518 1.179
C 0.07575 -0.90494 -1.02914 1.1301 0.2682 0.2505 0.030
O -0.47139 0.12924 -0.27292 14.4619 0.1879 -7.0672 0.308
H -0.45919 -0.83099 -1.94284 -0.2095 -0.8892 -1.3670 0.001
H -0.07296 -1.85591 -0.52364 0.1497 -0.3953 -0.2001 0.006
H 1.15734 -0.70395 -1.19613 -0.6855 -0.3184 0.0907 0.009
O -3.19533 0.74997 -0.45719 -11.4332 7.5813 -8.3119 0.127
H -2.87037 1.44618 -1.08472 -1.3832 -0.2365 0.3280 0.008
H -4.08703 0.94337 -0.09944 0.2161 0.6235 -1.0676 0.008
O 2.72773 -2.22095 -0.27588 0.3221 0.4588 -0.9325 0.001
H 3.36311 -1.65174 -0.76528 -0.3246 -0.6763 0.5070 0.000
H 2.01631 -2.36598 -0.91655 0.4206 -0.2517 0.2241 0.000
O 2.86938 -0.27122 1.73419 0.1518 0.3050 0.3894 0.000
H 2.63397 -0.86799 1.04252 0.1380 -1.7976 -0.3771 0.000
H 2.49171 0.49264 1.28222 -0.0144 0.9260 0.7782 0.000
O -1.73920 0.96437 1.84766 1.4583 10.1276 13.9081 0.160
H -1.77558 1.92695 1.98661 -0.4849 0.3685 -0.0109 0.010
H -1.01154 0.76758 2.42541 1.1000 -0.4982 0.9125 0.011
O 0.80971 1.73683 -2.26562 0.2895 1.3198 -0.1242 0.002
H 0.33671 0.98092 -1.95493 -0.1758 -0.5835 -0.0448 0.001
H 1.50291 1.47872 -2.87436 -0.0565 -0.2814 -0.1385 0.000
O -2.21232 -1.53423 0.92676 -0.3425 -15.8661 5.9148 0.117
H -1.44925 -1.79748 1.52768 -1.5722 -0.8166 -0.7110 0.001
H -3.03429 -1.59036 1.43567 0.1542 -0.8857 0.2488 0.012
O 1.45466 1.62303 0.68962 0.4890 1.0803 0.2049 0.006
H 2.06524 2.15414 0.14300 -0.8892 -0.3876 0.0271 0.000
H 0.81026 1.13158 0.15828 0.1531 0.3639 -0.3791 0.003
```
Positions in Å, forces in eV/Å.

Summary:
LUMO (spin up / spin down): -4.32 / -4.34 eV
total charge: +1
energy: -21150.85960 eV
multiplicity: 3
ΔE to the lowest compared entry with this formula, charge and spin: 12.310 eV
max |F|: 0.33578 Eh/bohr
highest occupied orbital energy (spin up / spin down): -11.9 / -11.6 eV


Entry 3:
A structure of composition CH20O9 in a non-equilibrium geometry, computed with the ωB97M-V functional and the def2-TZVPD basis.

The geometry in XYZ format:
```
30
Properties=species:S:1:pos:R:3:forces:R:3:lowdin_charge:R:1
O -2.88029 -0.03961 0.16671 -13.9364 5.8459 4.9860 0.266
H -1.97357 -0.30766 0.00055 5.0991 -1.4786 -0.4511 -0.285
H -3.45388 -0.80796 0.11944 -0.2260 -0.1999 -0.0122 0.163
H -3.18799 0.62547 -0.45344 -0.3505 0.0118 -0.1413 0.154
C -0.05123 -0.21109 -0.29223 -0.6218 -0.3417 1.0866 -0.097
O -1.33672 -0.81148 -0.58427 9.4886 -1.6951 -4.0726 -0.201
H -0.09881 0.83440 0.01234 -0.3168 -1.4129 -1.2867 0.044
H 0.31036 -0.61598 0.65298 0.5279 -0.4828 -0.6454 0.075
H 0.66172 -0.28546 -1.11336 -0.2801 -0.2656 0.4535 0.052
O -0.07348 1.14837 2.73142 -4.6427 -0.7257 2.4934 -0.065
H -0.06131 0.19497 2.64709 0.1691 -0.1460 0.3684 0.001
H 0.63981 1.44825 2.16794 -0.1364 -0.5267 2.9616 -0.210
O -0.70635 -3.11775 -0.43680 0.7812 -2.3946 0.3244 -0.070
H -0.63085 -3.31384 -1.37066 -0.0348 -0.1024 -0.1642 0.023
H -0.81784 -2.16781 -0.39930 -0.6614 0.6124 -0.1630 -0.084
O 1.47084 1.62863 1.37580 7.8643 -0.9580 -2.0885 0.001
H 0.67183 1.98536 0.98777 1.4071 0.6554 -0.2293 -0.151
H 2.17375 2.17266 1.02058 0.3758 0.1764 0.1033 0.115
O -0.09146 2.59571 0.31248 -4.3873 3.5805 -3.1725 0.052
H -0.48504 3.37099 -0.08786 0.1221 0.6304 0.0113 0.132
H -0.82508 1.99525 0.44468 -0.8343 0.1241 0.4160 0.081
O 2.77946 -0.35363 -1.56865 0.5568 0.0666 -0.0503 -0.044
H 2.20113 0.40894 -1.58462 0.0719 0.2658 -0.0026 0.019
H 2.28593 -1.03860 -2.01974 -0.0123 -0.3143 -0.0900 0.030
O 1.42763 -1.03981 2.39342 0.0720 -0.6090 0.3879 -0.045
H 2.11161 -0.63149 1.86270 0.1909 0.3336 -0.1415 0.046
H 1.24449 -1.86923 1.95210 0.0432 -0.4668 -0.0581 0.053
O -0.76574 -0.65846 -3.17799 0.1634 0.0510 -0.8201 -0.047
H 0.13090 -0.68011 -3.51238 0.1363 0.0081 -0.3591 0.025
H -0.66981 -0.45904 -2.24671 -0.6290 -0.2418 0.3560 -0.034
```
Positions in Å, forces in eV/Å.

Summary:
LUMO: -0.52 eV
energy: -19780.60919 eV
multiplicity: 1
ΔE to the lowest compared entry with this formula, charge and spin: 9.280 eV
max |F|: 0.30948 Eh/bohr
highest occupied orbital energy: -9.6 eV


Entry 4:
A structure of composition CH22MnO14 in a non-equilibrium geometry, computed with the ωB97M-V functional and the def2-TZVPD basis.

The geometry in XYZ format:
```
38
Properties=species:S:1:pos:R:3:forces:R:3:lowdin_spin:R:1
Mn 0.02297 2.34734 1.05830 0.0503 -1.5832 -0.9191 4.741
C -0.05208 0.20672 -0.47067 1.2700 0.6894 1.8407 0.009
O 0.91962 1.09850 -0.46544 0.1113 0.2226 -0.6782 0.057
O 0.09334 -0.96384 -0.87458 -0.7423 0.3977 -0.3773 0.010
O -1.03527 0.65337 0.24615 -1.0339 -0.3838 -0.0450 0.057
O 2.54391 -2.24255 -0.53411 -0.1699 0.3914 0.1027 0.000
H 2.24838 -3.11487 -0.80860 0.0030 0.0120 0.0069 0.000
H 1.76453 -1.65707 -0.67737 0.2977 -0.3772 -0.1557 0.000
O 2.21337 2.36827 1.52534 -0.1925 0.4114 0.5521 0.036
H 2.73789 2.91151 2.12305 -0.0229 -0.0220 -0.0788 0.002
H 2.84746 1.77104 1.07133 -0.1641 0.1679 -0.5194 0.001
O -2.43524 -0.44305 -2.78128 -0.0608 -0.0333 0.0831 0.000
H -3.24043 -0.95596 -2.65918 0.0313 0.0170 -0.0274 0.000
H -1.91453 -0.62079 -1.98875 0.0365 -0.0156 -0.0393 0.000
O -2.07682 -2.77669 0.67890 -0.1486 0.1650 -0.0534 0.000
H -1.51633 -2.08946 0.29393 0.0311 -0.1318 -0.1101 0.000
H -2.39582 -3.27117 -0.08382 0.0825 -0.0103 0.0125 0.000
O -2.04910 3.19440 0.95452 0.3218 0.0551 0.2725 0.037
H -2.46175 3.96597 1.35931 0.0931 -0.0016 -0.0800 0.003
H -2.67713 2.45052 1.10188 0.1072 -0.0995 0.1087 0.001
O -0.08788 1.15808 2.93720 -0.1439 0.4677 0.4981 0.039
H -0.08363 1.62898 3.77970 0.0616 -0.1660 -0.0035 0.002
H -0.45506 0.28302 3.12971 0.1701 -0.0871 -0.4321 0.002
O -3.30017 0.74798 1.62701 0.3132 0.3403 -0.1074 0.000
H -3.30584 0.15891 2.38690 -0.1138 0.0016 -0.0591 0.000
H -2.49563 0.50901 1.11174 -0.2691 -0.3929 -0.0748 0.000
O 3.57970 1.50269 -0.69703 -0.2476 -0.1487 0.3354 0.001
H 2.62150 1.31753 -0.83049 0.3563 -0.0753 -0.1629 0.000
H 4.02714 0.70307 -0.99476 -0.0231 0.0129 0.0364 0.000
O -0.38815 -3.49618 -2.55987 -0.0346 0.0857 0.0735 0.000
H -0.25150 -2.60521 -2.20662 0.0041 -0.0251 -0.0269 0.000
H 0.37514 -4.00162 -2.26728 -0.0407 -0.0015 -0.0075 0.000
O 1.11925 1.98142 -3.15507 -0.0693 -0.0091 0.2676 0.001
H 0.94633 1.68216 -2.24168 0.1548 0.0791 -0.4304 0.000
H 1.45614 1.20355 -3.60931 -0.0618 0.0071 0.0041 0.000
O 0.74323 -1.94936 1.86284 0.0231 0.3254 0.3599 0.000
H 1.63347 -2.15339 1.54510 -0.0980 0.0258 -0.1137 0.000
H 0.32900 -1.50284 1.11296 0.1182 -0.3110 -0.0524 0.000
```
Positions in Å, forces in eV/Å.

Summary:
LUMO (spin up / spin down): -1.28 / -1.55 eV
energy: -61382.47448 eV
multiplicity: 6
ΔE to the lowest compared entry with this formula, charge and spin: 0.000 eV
max |F|: 0.04551 Eh/bohr
highest occupied orbital energy (spin up / spin down): -9.7 / -10.2 eV


The lowest multiplicity belongs to which entry? CH20O9


Which value of energy does entry 1 give? -51563.88227 eV


Which of these has the highest max |F|? CH17O8Pd